The following is a DFT calculation (ωB97M-V/def2-TZVPD) of C33H38FeGeIN9SSe as an isolated structure.

## Properties
LUMO energy (alpha / beta) ... -2.620 / -2.827 eV
Spin multiplicity ... 6
ΔE to the lowest compared entry with this formula, charge and spin ... 1.449 eV
HOMO (alpha / beta) ... -7.7 / -10.1 eV
Net charge ... +1
HOMO-LUMO gap (alpha / beta) ... 5.06 / 7.29 eV

Structure (XYZ):
```
85
C33H38FeGeIN9SSe ωB97M-V/def2-TZVPD
C -1.805 -2.316 2.046
C 1.234 2.975 0.405
C -0.581 -4.007 -2.163
C 2.383 -1.963 2.492
C 3.014 0.485 -1.535
H 3.884 0.172 -2.072
H 0.148 2.961 0.470
H 1.497 -1.096 -1.641
C 4.770 0.897 1.763
C 4.549 2.257 1.589
H -0.465 -3.366 -1.293
H -4.197 0.907 -1.845
N -1.462 2.695 -1.545
C -1.748 5.117 -2.871
N -2.353 2.349 0.922
C 5.086 1.380 4.126
H -1.895 0.288 4.634
H -0.557 -5.039 -1.822
C -2.415 -3.513 2.345
C -2.105 1.179 2.826
C 4.871 2.727 3.963
H -4.654 0.130 -3.385
H 2.133 0.158 2.308
C -0.989 4.078 -3.430
H -4.381 -0.873 -1.930
H 1.549 3.909 -0.054
Se -2.182 -0.127 -2.916
C -2.690 3.476 0.322
H 4.915 3.419 4.787
H 4.731 0.205 0.935
H -3.371 -4.664 -5.239
H -3.870 -5.117 -1.746
H -1.408 -1.768 -4.589
H 0.269 -3.855 -2.821
H 5.288 0.989 5.111
H -3.311 4.212 0.814
H -0.292 2.077 -3.110
N -2.572 0.538 3.928
C -0.880 2.902 -2.720
C -2.432 -4.843 -4.724
N 4.310 4.411 2.176
H -3.162 -1.696 -4.566
C 1.702 1.802 -0.369
C -2.342 4.933 -1.652
C -4.073 0.022 -2.470
H -3.461 -3.652 2.121
H 1.634 2.955 1.420
N 4.242 3.051 0.518
C -2.280 -1.812 -3.931
H 2.285 -4.060 2.893
H -0.512 4.181 -4.391
H 4.878 2.275 -1.320
C -1.675 -4.565 2.889
Ge -2.289 -3.679 -3.126
C 0.250 -0.833 2.305
C -0.317 -4.441 2.990
C 1.818 -0.125 -1.325
H -4.775 -3.768 -2.406
H 3.460 -1.917 2.450
H -3.755 -3.539 -0.984
Fe -1.270 0.759 -0.362
H 3.700 3.622 -1.356
C 1.733 -3.151 2.711
I -2.945 -1.058 0.728
H 0.303 -5.264 3.312
H -1.622 -4.669 -5.426
N 4.102 4.327 0.938
H -2.925 5.712 -1.189
C 3.985 2.695 -0.841
C 4.594 3.171 2.672
N 2.931 1.712 -0.930
C -3.836 -4.048 -1.938
H -2.172 -5.482 3.162
S -0.398 0.821 2.239
C -2.182 3.707 -0.971
C 0.327 -3.224 2.692
H -3.433 0.920 4.296
H -2.407 -5.890 -4.435
C 5.044 0.484 3.049
C 1.636 -0.799 2.365
C -0.446 -2.068 2.339
H -1.861 6.048 -3.405
N 1.008 0.702 -0.600
N -2.752 2.054 2.156
H 5.245 -0.560 3.238
```

---

The following is a DFT calculation (ωB97M-V/def2-TZVPD) of C33H38InN4S as an isolated structure.

## Properties
LUMO energy (alpha / beta) ... 2.457 / 2.460 eV
ΔE to the lowest compared entry with this formula, charge and spin ... 0.071 eV
HOMO (alpha / beta) ... -2.2 / -1.9 eV
Net charge ... -1
HOMO-LUMO gap (alpha / beta) ... 4.65 / 4.37 eV

Structure (XYZ):
```
77
C33H38InN4S ωB97M-V/def2-TZVPD
C -2.411 1.811 -1.387
H -1.776 0.701 4.015
H -1.223 2.732 -4.439
N 4.338 1.791 0.779
C 1.599 -2.200 -2.095
C 4.122 0.950 -0.298
C -0.550 -3.579 2.326
C 5.093 -0.013 -0.576
H 4.950 -0.605 -1.478
C -2.923 1.893 2.078
H -3.349 2.538 -6.025
H -3.997 -0.478 -0.382
C -1.576 2.411 -2.343
C 2.519 0.218 2.805
C 0.305 0.772 3.382
C -0.398 3.237 -1.947
N 1.218 0.338 2.461
H 2.989 -2.620 0.364
H 0.401 2.637 -1.493
C -3.428 1.549 -5.560
C 6.292 0.615 1.429
H 2.236 -3.040 1.924
H -2.588 -1.930 -2.316
C -0.373 -3.115 0.934
H 1.213 -1.549 -2.888
H -4.463 1.205 -5.647
H -3.979 2.971 0.513
H -0.101 -4.573 2.479
H -1.614 -3.645 2.582
H -1.159 -2.367 -3.283
H -0.662 4.047 -1.254
H 4.060 0.673 4.227
H 0.023 3.683 -2.857
C -1.413 -2.737 0.040
N -2.146 1.932 0.014
C -1.499 -1.816 -2.391
C -1.093 0.755 3.163
H -0.074 -2.882 3.034
In 0.704 0.333 0.254
H -0.009 1.667 5.318
H -3.487 1.919 2.992
H 3.650 2.525 0.944
C -3.564 1.106 -1.792
C 6.178 -0.177 0.278
C -3.035 1.605 -4.119
C -1.127 1.351 0.745
H -3.118 -1.796 0.909
C -2.852 -2.724 0.379
C 0.868 -2.920 0.282
N -1.664 1.275 2.031
H 6.937 -0.930 0.057
C 2.104 1.297 4.926
H 7.104 0.475 2.139
C 0.756 1.282 4.640
H -5.342 0.038 -1.404
C 0.598 -2.412 -1.026
H 3.176 -0.291 2.094
C 2.994 0.708 4.019
C 2.207 -3.225 0.841
C -4.473 0.406 -0.838
C -3.838 0.995 -3.157
H -2.785 0.864 -6.125
H -1.283 -0.748 -2.559
C -0.818 -2.308 -1.174
H 2.470 -4.285 0.684
C 5.355 1.599 1.673
H -3.101 -3.561 1.047
H -3.479 -2.798 -0.518
C -1.886 2.277 -3.700
S 2.695 1.193 -1.227
H 2.525 -1.757 -1.709
H 2.473 1.736 5.851
H 5.354 2.257 2.537
H 1.854 -3.169 -2.555
C -3.135 2.411 0.873
H -4.717 0.419 -3.465
H -4.854 1.057 -0.037
```

---

The following is a DFT calculation (ωB97M-V/def2-TZVPD) of C33H38MnN3O3Si as an isolated structure.

## Properties
LUMO energy (alpha / beta) ... 2.315 / 2.481 eV
Spin multiplicity ... 2
HOMO (alpha / beta) ... -4.1 / -4.1 eV
Net charge ... -1
HOMO-LUMO gap (alpha / beta) ... 6.41 / 6.58 eV

Structure (XYZ):
```
79
C33H38MnN3O3Si ωB97M-V/def2-TZVPD
C 2.420 -1.747 -1.480
C 2.380 4.497 1.193
C -0.556 0.657 -1.803
H -1.589 -2.751 0.746
C -0.119 -1.970 -4.565
C 1.148 -3.252 -2.778
C 3.546 -1.353 0.677
H -0.289 5.320 -2.928
C 0.707 -5.637 -4.220
C -3.069 -1.732 1.920
N -1.111 -0.316 1.732
H -6.293 -0.877 2.541
C 1.648 -4.502 -2.303
C 2.302 -1.067 2.688
H -0.182 -2.034 -5.653
C 3.521 -1.217 2.056
C -3.284 0.662 2.264
H -1.901 2.178 1.613
C 1.250 3.118 3.668
H 1.828 -4.037 -0.213
C 1.162 -0.945 1.908
C -0.213 -0.869 2.552
C -2.489 -0.455 1.996
O -0.366 -1.330 3.676
H -5.258 1.364 2.665
H -2.112 3.621 -1.142
H 0.535 -6.554 -4.771
N 1.194 -0.966 0.560
H -0.718 5.186 0.869
C 0.691 1.192 -2.190
H -2.847 -3.802 1.420
H 1.482 0.517 -2.484
C -4.434 -1.863 2.120
H -0.320 -4.407 -5.632
H 0.507 -1.126 -4.299
C 0.221 -4.435 -4.692
C 0.122 4.935 -1.994
H 2.206 4.791 0.159
C -1.551 1.562 -1.384
H 2.191 -1.040 3.761
O 0.653 2.226 0.997
H -0.345 5.485 -1.180
H -0.751 -0.410 -1.924
C -1.323 2.946 -1.446
C 1.410 -5.656 -3.030
O 3.546 -1.856 -1.996
C -5.228 -0.760 2.389
C -2.662 2.016 2.384
Mn -0.091 0.633 0.300
H 1.187 5.163 -1.984
H 2.238 2.674 3.772
H -1.562 -3.159 2.452
H 2.390 -5.652 -0.664
C -2.223 -2.932 1.616
C 2.350 -4.608 -0.984
H 2.576 5.398 1.770
H -1.125 -1.757 -4.186
C -0.554 4.777 1.861
C 0.416 -3.251 -3.998
H 0.528 2.382 4.024
H 4.437 -1.281 2.630
C -0.112 3.460 -1.868
C -4.648 0.494 2.456
H 1.770 -6.602 -2.638
H -2.534 1.194 -1.101
H -3.418 2.797 2.304
H -4.879 -2.847 2.057
H -2.157 2.129 3.345
C 0.900 2.555 -2.206
H 3.276 3.881 1.213
Si 0.889 3.548 1.862
C 2.359 -1.269 -0.044
H 3.370 -4.222 -1.042
H 1.200 3.986 4.323
H -1.481 4.315 2.182
H 4.451 -1.571 0.133
H 1.871 2.937 -2.497
H -0.349 5.609 2.531
N 1.266 -2.088 -2.062
```

---

- Look up the net charge of the second one.
  -1